Entry 1:
ORCA calculation (ωB97M-V/def2-TZVPD) on a molecular structure, C23H46As2CrN8O9S at a distorted geometry.

```
90
Properties=species:S:1:pos:R:3:forces:R:3
H -1.48626 -1.86582 3.91217 0.0 0.0 0.0
O 0.54793 -3.74356 3.49101 0.0 0.0 0.0
H 6.36366 -0.72021 2.56439 0.0 0.0 0.0
C -1.66180 -3.35337 -0.78195 -0.2 0.0 -0.1
C -1.14719 -0.84709 3.72774 0.0 0.0 0.0
H -0.21088 -4.33876 1.27415 0.0 0.0 0.0
H 6.01911 -1.93699 3.82687 0.0 0.0 0.0
H 1.75842 1.79276 -2.50006 0.0 0.0 -0.1
H 1.58671 3.31297 -1.62452 0.0 0.0 0.0
N -2.09438 0.29887 -2.54739 0.2 0.3 0.0
H 1.89211 -0.84799 8.45049 0.0 0.0 0.0
N 2.00756 -0.89929 -4.62070 0.0 0.0 -0.1
C 1.92035 1.57061 -0.37451 0.0 0.0 0.0
H -1.26017 3.79336 -1.10775 0.1 0.0 0.0
H -0.06961 3.27560 0.07303 0.0 0.0 0.0
C 5.59526 -1.32792 3.03637 0.1 0.0 0.0
S -0.45446 -2.19463 -0.30832 0.0 0.3 0.0
N 1.58549 -2.49171 -3.01708 0.0 0.1 0.1
H -2.12020 2.66191 1.06249 0.0 0.0 0.1
C 4.57186 0.57427 6.34434 0.0 -0.1 0.1
O 4.64239 -0.45551 3.68454 0.0 0.0 0.0
Cr -0.38230 0.02440 -1.23181 0.2 -0.9 -0.5
C 0.36391 1.86058 3.75823 0.0 0.0 0.1
O 0.56353 -0.45817 -2.95664 -0.4 0.3 0.6
C 1.49485 -1.82857 4.50800 0.0 -0.1 0.1
N -2.68260 -3.02995 -1.58721 0.1 0.0 0.0
H -1.07801 3.45708 5.75597 0.0 0.0 0.0
H -3.42908 -3.68076 -1.78441 0.0 0.0 0.0
H 0.03615 -5.52514 5.42153 0.0 0.0 0.0
H 1.43453 -5.73345 6.51524 0.0 0.0 0.0
H -2.27964 -5.24389 -0.62182 0.0 0.0 0.0
O 1.39668 -3.95360 5.55376 0.1 0.0 0.1
H -1.85804 -0.31858 -3.32255 0.0 0.0 0.0
C 1.11778 -3.27743 4.46172 -0.1 0.1 -0.1
C 1.33890 2.24989 -1.60462 0.0 0.0 0.1
N -0.14601 2.04857 -1.64801 0.1 0.1 0.0
H 5.11964 1.29697 5.74367 0.0 0.0 0.0
H -0.64847 0.93162 1.23693 0.0 0.0 0.0
H -0.96831 -5.92673 1.14197 0.0 0.0 0.0
H 4.62343 0.87481 7.38945 0.0 0.0 0.0
H 0.31192 -5.47675 0.00556 0.0 0.0 0.0
H 2.21514 -3.14382 -3.45563 0.0 0.0 0.0
H -1.09638 -0.31523 4.67694 0.0 0.0 0.0
H 1.82373 0.00283 -5.02593 -0.1 0.0 0.0
C 1.33303 0.76259 3.47880 -0.1 0.0 -0.1
H 2.60511 -1.52431 -5.13821 0.0 0.0 0.0
H -2.84656 -2.06236 -1.78513 0.0 0.0 0.0
C -0.53845 -5.10507 0.57652 0.1 0.0 0.0
H -2.78845 2.00193 -0.42680 0.0 0.0 0.0
N -1.57784 -4.57999 -0.32165 0.2 0.0 0.1
As 0.63987 -0.99014 2.90549 0.0 0.0 0.2
C -0.70054 2.27418 -3.00712 -0.1 -0.1 0.0
H -0.71522 4.09768 4.13136 0.0 0.0 0.0
C -2.10510 1.71067 -3.07025 0.0 0.0 0.0
C 3.19837 -2.21783 6.27243 -0.1 0.1 0.0
N 1.51792 0.13596 -0.36890 0.0 0.0 -0.1
C -0.82152 2.91787 -0.62746 -0.1 0.0 0.0
O 4.19277 -2.64197 5.75112 0.0 -0.1 0.0
H 1.54944 2.01764 0.54834 0.0 0.0 0.0
C -1.87090 2.13919 0.14054 0.0 0.0 0.0
C 1.75128 -1.88708 8.15571 -0.1 0.0 0.0
As 2.68794 0.63512 5.84023 0.0 0.1 -0.1
C 2.30505 -1.31446 5.44293 0.1 -0.1 0.0
C 2.62140 0.72768 3.87910 0.1 0.0 -0.1
H -1.87346 -0.34915 3.08736 0.0 0.0 0.0
H -3.04866 0.06736 -2.28651 0.0 0.0 0.1
O 2.95175 -2.40267 7.55900 0.0 0.0 0.0
H 5.09712 -1.94714 2.29727 0.0 0.0 0.0
H 2.13577 -0.37859 -0.99431 0.1 0.0 0.1
H 3.00396 1.68027 -0.36748 0.0 0.0 0.0
H 0.34933 4.49144 5.51289 0.0 0.0 0.0
H 1.72776 -0.25815 0.55627 0.0 0.0 0.1
C -0.29077 3.74067 5.06310 0.0 0.0 0.0
O 0.54919 2.58040 4.83133 0.0 0.0 0.0
H 1.65271 -5.85517 4.74842 0.0 0.0 0.0
H 1.15269 -2.73203 -2.13652 -0.1 -0.1 0.0
H -0.06345 1.74735 -3.71370 0.0 0.0 0.0
N -1.29320 0.80197 0.43829 0.0 0.2 0.1
H 5.01562 -0.40977 6.21740 0.0 0.0 0.0
H 1.57557 -2.48709 9.04187 0.0 0.0 0.0
C 1.10406 -5.36791 5.55033 0.0 0.0 0.0
H -0.70137 3.33425 -3.26977 0.0 0.0 0.1
C 1.37060 -1.27793 -3.51560 0.1 -0.1 -0.1
O 3.35809 -0.33034 1.85556 -0.1 0.1 -0.1
O -0.48847 2.09350 2.90648 0.0 -0.1 -0.1
H -2.02416 0.20287 0.81914 0.1 -0.1 -0.1
H -2.48083 1.75320 -4.09137 0.0 0.0 0.0
H 0.90163 -1.97765 7.47946 0.0 0.0 0.0
C 3.57022 -0.09025 3.03409 0.0 0.0 0.0
H -2.78560 2.29546 -2.45670 0.0 0.0 0.0
```
Forces are in eV/Å.

## Properties
expectation value of S²	0.76
frontier orbital gap (alpha / beta)	4.97 / 5.57	eV
DFT total energy	-215856.901	eV
HOMO level (alpha / beta)	-14.90 / -14.90	eV
spin multiplicity	2
net charge	+3
energy relative to the best compared isomer or geometry (same formula, charge and spin)	0.00	kcal/mol

Löwdin population analysis, charges in e, atoms 1 to 2: 0.04, 0.03

---

Entry 2:
ORCA calculation (ωB97M-V/def2-TZVPD) on a molecular structure, C23H46Br8Cl3CoO5 at a distorted geometry.

```
86
Properties=species:S:1:pos:R:3:forces:R:3
H 0.54550 1.47214 7.04410 0.1 0.0 0.3
H 3.58865 0.24607 4.79979 0.6 0.9 1.0
C 2.99030 -0.08877 4.00531 0.5 -1.1 0.1
H -5.05316 -1.62487 -3.03922 0.5 -0.5 0.1
C 0.16251 -3.12310 1.26688 1.7 2.4 0.5
O -1.26575 -3.68530 -2.03687 -0.4 -0.8 0.2
O 0.49010 -5.48378 1.05343 0.5 -0.5 0.4
C -0.13613 1.67112 -3.69813 -2.3 -1.8 -0.3
C 4.41732 0.01122 -1.44126 1.3 1.2 -0.2
H -1.18448 -3.69647 -5.13493 -0.5 0.1 0.5
H -0.91774 2.47349 7.19320 0.3 -0.7 0.0
H 0.49766 -3.60320 -4.83018 -1.0 0.0 1.1
H 1.64528 0.55797 2.50869 -0.7 -0.4 -0.7
H -4.41085 -2.15637 -0.09190 0.0 -0.2 -0.5
C -0.24393 -1.76422 -2.90096 1.4 0.0 0.6
H 0.65520 5.12742 -0.06450 0.4 -0.4 0.1
Br 2.21183 -1.70953 4.75424 -0.4 -0.1 -0.1
C 0.83217 -4.37765 0.72980 -1.3 1.0 -0.8
C -3.14356 -0.79576 0.84862 -1.0 -0.2 0.1
H 1.03485 6.62184 -0.92440 0.1 -0.8 -0.1
Co -0.94961 1.23111 0.50177 -0.5 -0.3 -0.5
C 1.24771 5.52978 -0.88663 -0.7 0.8 -0.5
Br 0.31270 0.79306 -5.37644 0.6 0.0 -0.3
C 0.94514 2.32007 -2.97161 0.3 0.4 0.2
H 0.58153 2.74166 -2.02571 0.0 0.2 -0.4
C 3.36802 3.96461 -0.92276 -1.1 1.1 1.6
H 0.93003 -4.19658 -1.33421 0.2 -0.2 -0.2
H 1.41283 1.40366 4.05069 -0.4 -0.2 0.2
H 2.65653 3.26023 -0.53065 -0.3 -0.7 -0.1
H -0.42711 -3.16374 2.19077 0.2 -0.6 -0.3
H -0.83722 -1.26627 -2.15462 -0.2 0.4 0.3
H -0.65316 0.86212 -3.13888 0.6 0.6 0.0
Br -6.76170 0.00228 -2.49301 0.2 0.1 0.0
O -1.95994 -0.66590 0.67489 2.0 1.1 -0.3
C -0.48300 -3.90034 -4.32131 1.8 -0.5 -0.6
H 3.46374 0.53460 -1.62757 0.5 -0.2 0.2
H 0.96216 -2.25687 1.43797 -1.5 -1.8 -0.4
C -1.31027 0.37495 6.76689 0.5 0.1 0.9
C -3.66138 -2.18933 0.69345 -0.9 0.8 -0.1
Br 3.20985 2.36261 2.77678 0.5 0.4 -0.2
H -5.49100 -0.91047 -5.17682 0.3 1.1 0.1
C -4.99530 -0.56369 -3.15233 -0.4 1.0 -0.9
H 5.29790 0.71651 -1.59730 -1.2 -1.0 0.1
Br -3.04459 -0.68492 -5.19332 -0.4 0.7 0.1
H 2.02277 -3.05166 -0.49495 -0.3 -0.7 -0.2
H -4.92432 -0.02916 1.67292 -0.3 0.1 0.1
C 2.73969 5.36817 -0.87396 -0.1 -0.9 -0.8
H -0.47716 -2.69918 0.47081 0.3 -0.3 0.2
H 3.58083 -1.27434 -0.10707 -0.9 -1.7 0.5
H -4.23302 -2.47483 1.54594 -0.4 -0.2 0.9
H -1.08569 1.01404 4.79375 -0.2 -0.4 -0.1
H 3.78577 3.65403 -1.84933 0.2 0.1 -0.9
O -2.20145 -0.17930 7.37239 0.1 0.1 -0.1
Br 1.66998 3.68879 -4.15634 0.3 0.3 0.3
H -5.17860 0.86484 -4.81050 0.6 0.0 -0.3
H 0.05377 -0.25548 5.14676 -0.1 0.4 0.7
H -0.54271 1.36978 8.54545 0.3 0.0 -0.7
C -0.97405 0.07073 5.35372 0.3 0.0 -1.0
H -0.21764 -1.23023 -3.83653 -0.3 0.0 -0.4
C 1.64944 -4.10019 -0.52715 1.1 0.5 1.0
C -0.46614 1.48232 7.44415 -1.1 0.1 0.0
H 2.52345 -4.77752 -0.60309 -0.7 0.2 -0.2
O 3.44168 6.34037 -0.92913 0.7 0.7 0.2
Cl -2.32674 2.13696 -1.19330 0.4 -0.2 0.3
C 2.10610 0.90558 3.39570 -0.4 0.9 0.4
H 4.04760 0.16800 0.69025 -0.1 0.3 -0.4
H -0.38798 -4.98988 -4.17828 -0.4 0.4 0.1
Cl 1.17202 0.57923 0.01041 0.0 0.0 -0.2
H -4.23563 -0.07793 -2.55788 0.1 0.0 0.4
H 0.89305 5.05271 -1.81912 0.0 0.2 0.4
H 4.12728 4.05796 -0.17231 0.8 -0.3 0.3
H 3.66433 -0.45233 3.27392 0.6 -0.4 -0.8
C -4.05693 0.37087 1.15651 0.0 -1.1 0.6
H -1.55700 -0.74476 4.92001 -0.5 0.4 0.2
Cl -1.16650 2.15182 2.50933 0.0 0.3 0.2
Br 4.51607 -1.35618 -2.84506 0.1 0.1 0.3
H 0.83358 -1.71789 -2.53933 -1.1 -0.4 -0.3
H -4.39493 0.82105 0.23396 0.1 0.3 -0.3
H -2.87317 -2.88879 0.51962 0.4 -0.3 -0.4
Br 5.96977 -1.28295 0.81820 -0.4 0.0 -0.7
H -3.55699 1.09412 1.80518 0.0 0.0 -0.3
C -0.73248 -3.18023 -2.98721 0.6 0.7 -1.3
C -4.86176 -0.16091 -4.63913 -0.8 -2.3 0.7
C 4.34716 -0.56980 -0.05085 0.7 1.2 0.3
H -0.92847 2.31983 -4.01079 -0.3 0.6 0.1
H 1.70542 1.61098 -2.72940 0.8 -0.2 0.1
```
Forces are in eV/Å.

## Properties
expectation value of S²	3.76
frontier orbital gap (alpha / beta)	9.29 / 9.18	eV
DFT total energy	-670375.741	eV
HOMO level (alpha / beta)	-7.39 / -7.29	eV
spin multiplicity	4
net charge	-1

Löwdin population analysis, charges in e, atoms 1 to 2: 0.06, 0.03